Record 1
DFT (ωB97M-V/def2-TZVPD) results for a cluster of 3 separate species, C4H16N2O2 in total.

Calculated values
HOMO energy (alpha / beta) (eV): -12.61 / -12.54
<S²>: 0.76
Molecular weight (g/mol): 124.2
ΔE to the lowest compared entry with this formula, charge and spin (eV): 1.9415
Spin multiplicity: 2
Net charge: +1
Orbital gap (alpha / beta) (eV): 9.029 / 4.087

```
24
Properties=species:S:1:pos:R:3:forces:R:3
C -0.658030 -1.942521 -0.717541 -0.196 -0.563 -0.396
C -0.897446 -0.587107 0.118975 -0.298 -0.407 -0.503
C -0.071337 -0.607363 1.381412 0.921 -0.810 0.424
C -0.439664 0.594269 2.242644 1.181 1.037 0.499
N 0.162772 1.875772 1.807930 -1.031 -0.921 -0.447
N -1.262491 -1.735352 -1.976671 0.236 1.482 0.415
H 0.374772 -2.188800 -0.936638 0.234 0.135 0.625
H -1.140452 -2.730342 -0.132754 -0.137 0.029 -0.056
H -0.731308 0.228275 -0.580002 0.499 0.384 0.274
H -1.955846 -0.518104 0.370042 -0.108 -0.293 0.011
H 1.005888 -0.698602 1.207753 -0.404 0.742 -0.200
H -0.100744 -1.558246 1.929908 -1.263 0.091 0.066
H -1.509821 0.696716 2.409326 -0.140 -0.128 -0.208
H 0.033816 0.445971 3.197208 -0.258 -0.551 0.691
H 0.429310 1.820563 0.835499 0.311 0.591 0.044
H 0.902340 2.158247 2.428012 0.284 0.054 -0.323
H -2.144545 -1.223850 -2.021054 -0.394 -0.662 0.032
H -0.624414 -1.365263 -2.679890 -0.068 -0.508 -0.318
H 1.975305 0.143910 0.173929 0.458 0.284 0.067
H 1.482301 0.028646 -1.221920 0.213 0.289 -0.254
O 2.100234 -0.386570 -0.615652 -0.014 -0.170 -0.430
H 0.827275 3.302495 -2.378703 0.077 -0.314 -0.214
H 1.158887 1.817417 -2.787733 0.090 0.487 -0.446
O 1.083200 2.429839 -2.054079 -0.190 -0.276 0.649
```
Positions in Å, forces in eV/Å.


Record 2
DFT (ωB97M-V/def2-TZVPD) results for a cluster of 3 separate species, C4H16N2O3 in total.

Calculated values
HOMO energy (eV): -8.28
Molecular weight (g/mol): 140.2
ΔE to the lowest compared entry with this formula, charge and spin (eV): 1.4201
Spin multiplicity: 1
SMILES: NCNCCCO.O.O
Net charge: 0
Orbital gap (eV): 8.959

```
25
Properties=species:S:1:pos:R:3:forces:R:3
C 1.321289 0.166140 0.393267 0.210 0.832 -0.357
C 0.657588 1.552889 0.288629 1.049 0.593 0.019
C -0.136100 1.761768 -1.006330 -0.911 -0.284 1.883
O -1.215910 2.687294 -0.803327 0.384 0.393 -0.541
N 0.513240 -0.837774 1.044887 0.211 -0.403 -0.573
C -0.112205 -1.825040 0.152091 0.908 0.230 0.378
N 0.817098 -2.846061 -0.312965 -0.941 0.316 -0.317
H 2.313670 0.276476 0.838533 -0.112 -0.020 0.507
H 1.600703 -0.118501 -0.630602 -0.382 -0.392 0.022
H 0.080334 1.790294 1.182939 -0.452 -0.304 -0.130
H 1.451653 2.313962 0.322508 0.033 -0.070 -0.094
H 0.575307 1.999000 -1.790690 -0.280 0.179 -0.469
H -0.687452 0.853660 -1.193126 0.219 -0.417 -0.550
H -0.912872 3.598693 -0.867510 0.133 -0.089 0.041
H -0.136871 -0.465494 1.727151 0.009 0.088 -0.251
H -0.566378 -1.379598 -0.736461 -0.165 -0.013 0.117
H -0.832738 -2.293953 0.790745 -0.792 -0.395 0.004
H 1.406930 -2.472729 -1.044508 0.290 -0.146 0.257
H 1.326664 -3.183395 0.482967 0.574 -0.086 0.011
H -0.645113 1.017988 3.571929 -0.272 0.035 -0.065
H -0.329860 -0.376321 4.018152 -0.235 -0.144 -0.057
O -1.028959 0.131518 3.582966 0.500 0.140 0.198
H -0.825532 -0.083542 -3.760172 -0.020 -0.012 0.012
H -0.930977 -1.585017 -3.479136 0.045 0.086 0.046
O -0.567489 -0.762919 -3.129235 -0.002 -0.119 -0.093
```
Positions in Å, forces in eV/Å.